{
  "formula": "C29H41CaCl2N3O9P2",
  "method": "the ωB97M-V functional and the def2-TZVPD basis",
  "multiplicity": 1,
  "lumo_ev": 0.4211,
  "e_homo_ev": -8.1,
  "symbols": ["Ca", "C", "C", "C", "C", "C", "C", "C", "C", "C", "H", "H", "H", "H", "H", "H", "H", "H", "H", "H", "H", "H", "C", "C", "O", "P", "O", "O", "O", "P", "O", "O", "O", "H", "H", "H", "H", "H", "H", "H", "Cl", "C", "C", "C", "C", "C", "Cl", "C", "N", "C", "C", "C", "C", "C", "C", "C", "C", "O", "O", "H", "H", "H", "H", "H", "H", "H", "H", "H", "H", "C", "C", "C", "C", "N", "N", "H", "H", "H", "H", "H", "H", "H", "H", "H", "H", "H", "H"],
  "positions_angstrom": [[-0.05799, -0.78250, -1.01013], [2.47993, -0.16152, 1.04992], [2.23708, 0.98200, 0.09698], [1.13609, 1.81740, 0.25906], [0.90654, 2.89571, -0.59601], [-0.30019, 3.76933, -0.38480], [1.81788, 3.13694, -1.61389], [2.93428, 2.31726, -1.80206], [3.90737, 2.58401, -2.91694], [3.12302, 1.24082, -0.94884], [2.27844, -1.13128, 0.58267], [1.85505, -0.06582, 1.93664], [3.52694, -0.18826, 1.35468], [0.48850, 1.66882, 1.11610], [-1.21615, 3.20766, -0.58580], [-0.27627, 4.64270, -1.03666], [-0.36197, 4.11037, 0.65086], [1.67247, 3.99357, -2.26574], [3.79942, 1.82658, -3.69475], [4.93610, 2.54339, -2.55671], [3.74148, 3.56444, -3.36289], [3.97888, 0.58973, -1.09073], [1.57143, -1.99958, -5.86520], [1.67861, -1.23520, -4.54912], [2.76926, -0.31649, -4.56831], [1.89987, -2.39669, -3.13337], [0.79284, -3.40624, -3.28273], [3.30668, -3.10409, -3.39218], [1.93489, -1.57939, -1.86468], [0.12429, -0.30489, -4.25937], [0.43730, 0.67506, -3.00736], [-0.39932, 0.41345, -5.42205], [-0.82442, -1.36170, -3.51783], [2.49319, -2.55837, -6.02840], [1.41140, -1.29758, -6.68638], [0.74057, -2.70362, -5.85183], [2.78377, 0.09977, -5.43918], [-0.44728, -2.29372, -3.54425], [4.03591, -2.56646, -3.05975], [0.23969, 1.59875, -3.21279], [-1.82813, 0.07657, 5.67423], [-0.22577, 0.74005, 5.78707], [0.44859, 0.66878, 6.99249], [1.71950, 1.20918, 7.09005], [2.31410, 1.80489, 5.98990], [1.62759, 1.84989, 4.78727], [2.39759, 2.56890, 3.41233], [0.33682, 1.32672, 4.65508], [-0.34506, 1.36160, 3.41855], [-1.16996, 2.45602, 3.09587], [-0.87270, 3.72822, 3.57844], [-1.63545, 4.82388, 3.20505], [-2.71051, 4.66834, 2.34485], [-3.02422, 3.39524, 1.89077], [-2.28417, 2.28001, 2.26203], [-2.72379, 0.91088, 1.80144], [-1.78556, 0.27321, 0.79902], [-1.84913, 0.60749, -0.40571], [-0.93182, -0.57467, 1.22821], [-0.02642, 0.20000, 7.84261], [2.25227, 1.16260, 8.03012], [3.30779, 2.22523, 6.04970], [-0.69161, 0.45934, 3.11062], [-0.03184, 3.87020, 4.24347], [-1.37906, 5.80278, 3.58949], [-3.30626, 5.51963, 2.04512], [-3.87647, 3.25127, 1.23725], [-3.70207, 1.00138, 1.33109], [-2.81004, 0.23006, 2.65355], [-2.44221, -4.78449, -2.22823], [-2.71043, -4.20681, -0.84282], [-4.16239, -3.75479, -0.73520], [-2.39754, -5.23923, 0.24134], [-1.90912, -2.97354, -0.68762], [-0.49556, -3.13827, -0.59862], [-3.07222, -5.65876, -2.39795], [-1.40377, -5.10056, -2.34537], [-2.66222, -4.04097, -2.99538], [-4.83501, -4.60134, -0.87521], [-4.38191, -3.00144, -1.49198], [-4.36519, -3.32428, 0.24904], [-3.05982, -6.10030, 0.14353], [-2.54160, -4.81408, 1.23798], [-1.37411, -5.61114, 0.16402], [-2.18430, -2.49918, 0.16855], [-0.14674, -3.58289, -1.44802], [-0.20565, -3.68999, 0.20583]],
  "mulliken_charge": [1.53, -1.21, 0.38, 1.31, 0.12, -1.28, -1.24, 0.87, -1.44, -0.48, 0.17, -0.15, 0.57, 0.39, 0.26, 0.43, 0.08, 0.30, 0.13, 0.38, 0.40, 0.39, -1.78, 1.07, -0.48, 0.36, -0.84, -0.61, -0.44, 0.66, -0.22, -0.81, -0.58, 0.43, 0.51, 0.33, 0.38, 0.42, 0.37, 0.25, -0.21, 0.57, -0.54, -0.44, -0.56, 0.85, -0.12, -1.68, 1.24, 0.88, -1.23, -0.72, -0.94, -0.44, 0.92, -1.67, 1.65, -0.87, -1.00, 0.43, 0.38, 0.47, -0.11, 0.42, 0.41, 0.38, 0.38, 0.65, 0.14, -1.69, 1.52, -1.78, -1.76, 0.24, -0.69, 0.51, 0.35, 0.28, 0.42, 0.37, 0.43, 0.46, 0.35, 0.38, 0.09, 0.20, 0.15]
}



{
  "formula": "C8H23BClO4PSSb",
  "method": "the ωB97M-V functional and the def2-TZVPD basis",
  "charge": -1,
  "multiplicity": 1,
  "lumo_ev": 2.6302,
  "e_homo_ev": -4.2,
  "symbols": ["C", "C", "O", "B", "O", "Sb", "O", "Cl", "O", "C", "C", "C", "C", "C", "C", "P", "S", "H", "H", "H", "H", "H", "H", "H", "H", "H", "H", "H", "H", "H", "H", "H", "H", "H", "H", "H", "H", "H", "H", "H"],
  "positions_angstrom": [[2.33528, -4.14895, 0.68642], [1.72481, -3.52891, 1.92602], [0.55155, -2.80376, 1.55229], [0.15518, -1.77170, 2.39764], [-0.50082, -2.06875, 3.56155], [0.54813, 0.43744, 1.98247], [1.97386, 0.40268, 3.40928], [1.11919, 2.81297, 1.59061], [-0.66676, 0.44937, 0.35272], [-1.81157, 1.26278, 0.35529], [-2.20693, 1.53869, -1.09458], [-2.73754, 0.25657, -1.73675], [-1.00193, 2.19053, -1.82997], [-0.29764, 1.30036, -2.85950], [-1.42984, 3.49526, -2.50245], [2.32226, -0.17850, 0.16307], [3.39329, 1.13093, -0.86388], [2.37202, -3.41081, -0.11302], [3.35530, -4.48059, 0.88881], [1.74975, -5.00142, 0.34112], [2.44382, -2.86485, 2.41630], [1.46023, -4.31313, 2.64660], [-0.37146, -2.98944, 3.83983], [-0.69644, 1.03346, 2.99259], [2.54044, 1.18130, 3.30014], [-1.61113, 2.22242, 0.85511], [-2.63905, 0.76473, 0.88749], [-3.02604, 2.26926, -1.09125], [-2.03305, -0.56142, -1.58622], [-2.91159, 0.36792, -2.80937], [-3.67692, -0.03517, -1.26023], [-0.25184, 2.44822, -1.07968], [-0.76440, 1.37729, -3.84736], [0.73969, 1.62273, -2.96848], [-0.26974, 0.25650, -2.55233], [-0.56923, 4.01236, -2.93430], [-1.90575, 4.16932, -1.78724], [-2.13932, 3.29817, -3.31413], [3.14620, -1.13781, 0.79316], [1.58802, -1.00608, -0.70781]],
  "mulliken_charge": [-1.12, -0.31, -0.39, 0.44, -0.53, 0.92, -0.80, -0.51, -0.28, -1.10, 0.47, -1.69, 1.27, -1.57, -1.76, 0.16, -0.49, 0.25, 0.34, 0.32, 0.34, 0.33, 0.30, -0.07, 0.24, 0.45, 0.34, 0.35, 0.24, 0.38, 0.47, -0.16, 0.37, 0.37, 0.28, 0.42, 0.41, 0.38, 0.00, -0.08]
}



{
  "formula": "C18H14HoN4O4",
  "method": "the ωB97M-V functional and the def2-TZVPD basis",
  "charge": 1,
  "multiplicity": 5,
  "lumo_ev": [-4.6412, -4.6290],
  "e_homo_ev": [-10.5, -10.5],
  "symbols": ["Ho", "O", "C", "O", "C", "C", "C", "N", "C", "C", "C", "C", "C", "C", "C", "N", "C", "C", "C", "C", "C", "N", "H", "H", "H", "H", "H", "H", "H", "H", "H", "H", "N", "C", "C", "O", "O", "H", "H", "H", "H"],
  "positions_angstrom": [[0.06809, -0.14212, -0.53970], [-2.20788, 2.26824, 5.82743], [-1.40437, 1.35992, 5.77154], [-0.71537, 0.72451, 6.54298], [-1.11883, 0.91948, 4.22889], [-1.72525, 1.61337, 3.19414], [-1.40927, 1.27378, 1.88233], [-0.49052, 0.30523, 1.61545], [0.16092, -0.31873, 2.63520], [-0.13215, -0.01723, 3.95982], [1.16562, -1.32605, 2.23929], [1.90642, -2.08324, 3.15110], [2.84209, -2.99229, 2.69283], [3.01737, -3.15802, 1.32132], [2.26325, -2.37548, 0.46994], [1.37163, -1.46751, 0.90001], [-2.03373, 1.91777, 0.71132], [-2.98422, 2.93798, 0.81720], [-3.50309, 3.52069, -0.32376], [-3.08203, 3.06827, -1.57199], [-2.13580, 2.06403, -1.61567], [-1.60496, 1.49970, -0.51568], [-2.43371, 2.38234, 3.46328], [0.35469, -0.47922, 4.80558], [1.75569, -1.96671, 4.21135], [3.42987, -3.57226, 3.38766], [3.72366, -3.87134, 0.92716], [2.35467, -2.46935, -0.61187], [-3.31400, 3.27905, 1.78352], [-4.22517, 4.31911, -0.25098], [-3.47448, 3.49109, -2.48336], [-1.77331, 1.67659, -2.56790], [1.78606, 0.62298, -2.14962], [1.17215, 0.17915, -3.43961], [0.16919, -1.03857, -3.29110], [-0.26805, -1.53206, -4.29244], [-0.09684, -1.37530, -2.07244], [2.16747, 1.56397, -2.29753], [2.60638, 0.01495, -2.01451], [1.93499, -0.12141, -4.16680], [0.60981, 1.00611, -3.88695]],
  "lowdin_spin": [4.02, 0.00, 0.00, 0.00, 0.00, 0.00, 0.00, 0.00, 0.00, 0.00, 0.00, 0.00, 0.00, 0.00, 0.00, -0.01, 0.00, 0.00, 0.00, 0.00, 0.00, -0.01, 0.00, 0.00, 0.00, 0.00, 0.00, 0.00, 0.00, 0.00, 0.00, 0.00, -0.01, 0.00, 0.00, 0.00, 0.00, 0.00, 0.00, 0.00, 0.00]
}



{
  "formula": "C6H8BaLiO6",
  "method": "the ωB97M-V functional and the def2-TZVPD basis",
  "charge": 1,
  "multiplicity": 1,
  "lumo_ev": -4.3111,
  "e_homo_ev": -9.2,
  "symbols": ["O", "C", "C", "O", "O", "C", "H", "H", "H", "H", "O", "C", "C", "O", "O", "C", "H", "H", "H", "H", "Li", "Ba"],
  "positions_angstrom": [[-0.75858, -1.70002, 2.78871], [-1.04836, -1.23564, 1.61247], [0.07599, -0.76528, 3.51276], [-1.70426, -1.86747, 0.79344], [-0.46948, -0.08667, 1.35367], [0.59660, 0.16195, 2.41119], [0.86980, -1.33651, 4.00051], [-0.55280, -0.24423, 4.24156], [1.57966, -0.15420, 2.04961], [0.57127, 1.21157, 2.71574], [1.02468, 1.44558, -1.83900], [2.08727, 1.08294, -0.93103], [0.76199, 0.59566, -2.94231], [1.77603, 1.51016, 0.18839], [-1.19524, -0.00400, -1.68630], [-0.74118, 0.34603, -2.96435], [1.30978, -0.35050, -2.80898], [1.08706, 1.06405, -3.88422], [-0.96126, -0.43355, -3.71448], [-1.25653, 1.26977, -3.28389], [-0.29495, 1.12975, -0.40019], [-2.75750, -1.63939, -1.21329]],
  "mulliken_charge": [-0.29, 0.70, -0.33, -0.74, -0.17, -0.30, 0.30, 0.29, 0.31, 0.34, -0.26, -0.38, -0.46, -0.48, -0.83, -0.30, 0.33, 0.30, 0.30, 0.28, 0.73, 1.66]
}



| no. | M (g/mol) |
| --- | --- |
| 1 | 748.591 |
| 2 | 414.334 |
| 3 | 515.264 |
| 4 | 320.393 |